This record from the OMol25 dataset describes one molecule with the formula C3H2ClFS2 in a non-equilibrium geometry. The level of theory is ωB97M-V/def2-TZVPD.

Geometry as XYZ:
```
9
C3H2ClFS2 ωB97M-V/def2-TZVPD
C -0.195 -1.840 -0.258
C -0.219 -0.597 0.049
C 0.526 2.059 0.035
H -1.034 -0.236 0.590
H 1.237 2.833 -0.338
F 0.886 -2.458 -0.790
S 1.058 0.566 -0.510
S -0.685 2.501 1.122
Cl -1.574 -2.828 0.098
```

Values from the calculation:
* strongest force on any atom: 3.5 eV/Å
* 2S+1: 1
* calculated total energy: -1471.88795 hartree
* HOMO: -9.04 eV
* Kohn-Sham gap: 8.37 eV